10
Properties=species:S:1:pos:R:3 method="wB97M-V/def2-TZVPD" smiles=O[C@@H]1C[C@H]1Cl e_above_lowest_kcal_mol=54.8 charge=0 orbital_gap_ev=10.15
C -0.43 -0.41 0.51
C 0.24 0.91 -0.16
C 0.73 -0.42 -0.53
H -2.17 -0.39 0.17
H -0.43 -0.49 1.58
H 0.96 1.35 0.70
H -0.34 1.67 -0.57
H 0.48 -0.71 -1.56
O -1.43 -0.95 -0.19
Cl 2.39 -0.56 0.04



10
Properties=species:S:1:pos:R:3 method="wB97M-V/def2-TZVPD" e_above_lowest_kcal_mol=60.6 charge=0 orbital_gap_ev=10.93
C 0.21 -0.31 0.61
C -0.09 1.08 0.04
C -0.16 -0.72 -0.77
H 1.22 -0.24 0.73
H -0.91 1.62 0.29
H 0.83 1.53 0.09
H 0.57 -1.47 -1.06
H -1.17 -1.36 -0.89
O -0.25 0.54 -1.24
Cl -0.25 -0.67 2.21



10
Properties=species:S:1:pos:R:3 method="wB97M-V/def2-TZVPD" e_above_lowest_kcal_mol=69.3 charge=0 orbital_gap_ev=8.78
C 1.49 1.05 -0.69
C -1.04 -1.42 0.75
C -1.77 -0.33 0.83
S 2.36 2.43 -0.83
Cl -3.22 -0.24 1.76
H 1.08 1.03 0.33
H -0.14 -1.43 0.16
H -1.30 -2.33 1.27
H 2.76 2.27 -2.12
H -1.53 0.58 0.32



12
Properties=species:S:1:pos:R:3 method="wB97M-V/def2-TZVPD" e_above_lowest_kcal_mol=19.7 charge=-1 orbital_gap_ev="4.82 / 6.51" multiplicity=2
C 0.97 -0.19 0.13
O 2.03 -0.73 -0.31
O 0.32 0.88 -0.43
O 0.02 -1.12 0.50
C -1.09 0.75 -0.27
C -1.28 -0.72 0.08
H -1.57 1.04 -1.21
H -1.42 1.42 0.54
H -1.59 -1.32 -0.79
H -1.99 -0.88 0.90
Cu 3.76 0.13 -0.19
H 1.84 0.72 1.06